Entry 1:
Entry from the Open Molecules 2025 dataset: 5 unconnected molecules or ions with the total composition C33H38N2O4S at a distorted geometry (the ωB97M-V functional and the def2-TZVPD basis).

multiplicity: 1
LUMO level: 0.15 eV
electronic energy: -56840.748 eV
frontier orbital gap: 9.3 eV
E_HOMO: -9.13 eV
SMILES: N#CC[C@](C#N)(CCO)CCCS(=O)(=O)O.c1ccccc1.c1ccccc1.c1ccccc1.c1ccccc1

Positions of all 78 atoms, in Å:
N 1.3167 0.5103 4.0851
C 0.6988 0.6302 3.1285
C -0.3540 0.6671 2.0665
C -0.3537 -0.6016 1.1530
C -1.0721 -0.1439 -0.1116
N -1.6452 0.1882 -1.0454
C -1.2173 -1.7552 1.7358
C -1.1494 -1.9062 3.2628
O -2.0041 -0.9806 3.9326
C 1.0671 -1.0343 0.6826
C 1.8173 -1.9950 1.6386
C 3.3390 -1.9338 1.2648
S 4.4269 -1.8521 2.7083
O 5.5244 -0.9435 2.3557
O 3.7659 -1.3836 3.9193
O 5.0953 -3.3369 2.8888
H -1.3563 0.8371 2.4671
H -0.1200 1.5272 1.4225
H -0.9982 -2.7283 1.2747
H -2.2565 -1.5346 1.4483
H -1.5312 -2.9157 3.4949
H -0.1389 -1.8490 3.6828
H -1.5389 -0.6768 4.7105
H 1.6272 -0.1282 0.4192
H 0.9130 -1.5869 -0.2574
H 1.4528 -3.0181 1.4781
H 1.6841 -1.7772 2.7019
H 3.5361 -1.0128 0.7083
H 3.5959 -2.7819 0.6202
H 5.2256 -3.4506 3.8420
C -4.7474 3.0022 -2.7422
C -3.9151 2.3896 -1.8135
C -4.0467 2.6867 -0.4640
C -5.0065 3.5983 -0.0418
C -5.8324 4.2168 -0.9715
C -5.7040 3.9179 -2.3217
H -4.6498 2.7662 -3.7947
H -3.1668 1.6823 -2.1393
H -3.3999 2.2062 0.2597
H -5.1101 3.8275 1.0116
H -6.5771 4.9319 -0.6439
H -6.3494 4.3985 -3.0465
C 10.7141 -2.9555 0.7363
C 9.9542 -4.1140 0.8275
C 8.6229 -4.0419 1.2185
C 8.0519 -2.8119 1.5221
C 8.8147 -1.6550 1.4385
C 10.1449 -1.7259 1.0446
H 11.7501 -3.0103 0.4257
H 10.3993 -5.0733 0.5934
H 8.0290 -4.9457 1.2868
H 7.0146 -2.7522 1.8250
H 8.3695 -0.6982 1.6809
H 10.7390 -0.8230 0.9777
C -0.3382 -5.7674 -1.4935
C -1.0503 -6.9528 -1.3672
C -2.3789 -6.9262 -0.9630
C -2.9953 -5.7140 -0.6809
C -2.2807 -4.5296 -0.7990
C -0.9531 -4.5555 -1.2066
H 0.6955 -5.7880 -1.8155
H -0.5699 -7.8982 -1.5849
H -2.9343 -7.8505 -0.8679
H -4.0315 -5.6927 -0.3682
H -2.7596 -3.5841 -0.5745
H -0.3973 -3.6296 -1.3019
C -5.1247 7.5198 -2.7336
C -5.0348 7.0606 -4.0413
C -5.1935 7.9443 -5.1009
C -5.4466 9.2873 -4.8534
C -5.5452 9.7452 -3.5463
C -5.3828 8.8622 -2.4866
H -4.9946 6.8316 -1.9079
H -4.8399 6.0132 -4.2345
H -5.1200 7.5864 -6.1202
H -5.5680 9.9767 -5.6794
H -5.7478 10.7912 -3.3530
H -5.4573 9.2200 -1.4673

Cartesian forces, eV/Å:
0.51 0.17 0.18
-1.85 -0.28 -0.36
1.09 0.29 -0.58
-0.50 0.26 -1.11
0.68 -0.50 1.34
-0.07 0.04 -0.34
-0.14 0.36 0.33
-0.46 -0.91 0.18
0.11 0.12 -0.50
-0.70 -0.50 0.15
0.66 0.15 -0.34
-1.03 -0.73 0.31
2.51 3.48 1.05
-1.28 -1.74 -0.42
-0.22 -1.99 -1.28
-1.40 0.85 -0.25
0.34 -0.11 0.32
-0.02 -0.17 0.16
0.24 0.35 -0.02
0.15 -0.15 0.39
0.22 0.19 -0.10
-0.12 0.04 -0.32
0.04 0.17 0.31
0.07 -0.19 0.27
0.15 0.24 0.15
0.05 0.25 0.07
0.11 0.26 -0.29
0.36 -0.14 0.40
0.31 0.17 0.31
0.01 -0.07 0.14
-0.04 0.08 0.10
-0.03 0.03 -0.10
-0.05 0.05 -0.02
0.03 -0.01 -0.02
0.00 -0.01 0.01
0.01 -0.05 -0.02
0.01 0.00 0.01
-0.01 -0.01 0.03
0.00 -0.02 -0.02
0.00 0.01 -0.01
0.00 -0.02 -0.01
-0.02 0.00 0.03
-0.02 0.02 0.02
-0.01 -0.01 0.00
0.05 0.07 0.00
-0.03 -0.09 -0.02
0.05 0.04 -0.02
-0.02 -0.05 0.00
-0.01 0.00 0.01
0.00 0.01 -0.01
0.01 0.01 0.00
0.27 0.03 -0.08
-0.04 -0.03 0.00
0.00 -0.01 0.00
0.00 0.01 0.03
-0.02 0.01 0.00
0.02 0.04 0.00
0.04 -0.03 0.01
0.00 0.05 0.02
0.00 -0.04 0.05
-0.01 -0.01 0.00
-0.01 0.01 -0.01
0.01 0.01 0.00
0.01 0.00 0.00
-0.01 0.00 -0.04
-0.02 0.00 -0.04
-0.02 0.03 0.00
0.00 0.03 -0.01
-0.01 0.02 0.03
0.00 -0.02 0.01
0.01 -0.01 0.01
0.00 -0.02 -0.04
0.00 -0.02 -0.03
0.03 0.01 0.02
0.00 0.00 0.01
-0.01 0.00 0.01
0.01 -0.01 0.00
0.01 0.00 -0.01

***

Entry 2:
Entry from the Open Molecules 2025 dataset: a molecular structure, C33H38N8O4PPt at a distorted geometry (the ωB97M-V functional and the def2-TZVPD basis).

multiplicity: 1
LUMO level: -10.86 eV
electronic energy: -67460.735 eV
frontier orbital gap: 5.7 eV
total charge: +3
E_HOMO: -16.54 eV

Positions of all 85 atoms, in Å:
Pt -0.1367 0.0520 0.5037
N 1.9257 3.9053 1.2399
C 0.9555 3.0263 1.2945
N 1.1510 1.7255 1.3806
C 2.4605 1.2457 1.3927
N 2.7112 -0.0056 1.2344
N 1.6839 -0.7770 0.8737
C 1.8610 -2.0238 0.6779
C 0.7242 -2.7690 0.2324
C 0.7761 -4.0991 -0.1296
C -0.3759 -4.7075 -0.6172
C -1.5360 -3.9617 -0.7377
C -1.5285 -2.6366 -0.3303
N -0.4292 -2.0736 0.1606
C 3.5537 2.1774 1.5441
C 4.8803 1.7762 1.7443
C 5.8792 2.7203 1.7689
C 5.5804 4.0740 1.5841
C 4.2774 4.4892 1.4065
C 3.2667 3.5378 1.3937
H 1.7074 4.8863 1.1186
H -0.0590 3.4018 1.2590
H 2.8315 -2.4754 0.8353
H 1.7094 -4.6399 -0.0451
H -0.3588 -5.7484 -0.9128
H -2.4443 -4.3883 -1.1393
H -2.4145 -2.0207 -0.3996
H 5.0915 0.7273 1.8957
H 6.9058 2.4189 1.9246
H 6.3773 4.8052 1.5842
H 4.0393 5.5373 1.2693
C -1.0349 -3.6648 4.8048
C -2.2052 -2.9712 4.5085
C -2.1633 -1.8594 3.6955
C -0.9308 -1.4102 3.1947
C 0.2467 -2.1068 3.4972
C 0.1877 -3.2262 4.2969
N -0.8829 -0.2029 2.4849
N -1.7562 0.6434 2.7477
C -2.2668 1.4339 1.7434
C -3.2183 2.3938 2.0272
C -3.7653 3.1252 0.9773
C -3.3559 2.8561 -0.3173
C -2.3885 1.8807 -0.5326
N -1.8436 1.2050 0.4727
H -1.0697 -4.5361 5.4451
H -3.1505 -3.2963 4.9210
H -3.0661 -1.3127 3.4580
H 1.2019 -1.7182 3.1729
H 1.0982 -3.7434 4.5677
H -3.5140 2.5408 3.0575
H -4.5118 3.8852 1.1686
H -3.7868 3.3773 -1.1608
H -2.0668 1.5977 -1.5265
C 1.0381 2.2819 -5.5222
C 0.2157 1.8988 -4.3084
C -1.1390 1.3509 -4.7350
C 0.0438 3.0893 -3.3727
O 0.9539 0.8244 -3.6315
P 0.9801 0.3525 -2.1529
O -0.4171 -0.1109 -1.6176
O 1.5280 1.3551 -1.1914
O 1.8274 -0.9767 -2.2027
C 3.1138 -1.1989 -2.8959
C 2.8480 -1.5222 -4.3625
C 4.0282 0.0074 -2.7518
C 3.7172 -2.4246 -2.2292
H 0.5126 3.0416 -6.0990
H 1.2031 1.4171 -6.1650
H 2.0124 2.6740 -5.2276
H -1.7152 2.1331 -5.2277
H -1.6986 0.9859 -3.8696
H -1.0055 0.5267 -5.4351
H -0.4418 3.9063 -3.9039
H 1.0179 3.4220 -3.0142
H -0.5658 2.8129 -2.5093
H 2.3075 -0.7049 -4.8338
H 2.2443 -2.4270 -4.4450
H 3.7919 -1.6802 -4.8807
H 3.5332 0.9154 -3.0977
H 4.9292 -0.1365 -3.3455
H 4.3124 0.1519 -1.7068
H 4.6200 -2.7288 -2.7556
H 3.0021 -3.2493 -2.2487
H 3.9838 -2.1998 -1.1924

Cartesian forces, eV/Å:
0.44 -2.45 1.79
0.05 0.02 0.16
-0.22 0.05 -0.35
-0.87 -0.48 -0.75
-0.07 0.07 -0.21
0.65 -0.22 0.28
-0.62 0.50 -0.49
0.27 -0.30 -0.05
-0.24 -0.36 -0.08
-0.07 -0.04 0.01
0.00 0.00 -0.04
0.04 -0.04 0.12
-0.19 0.09 0.02
-0.63 1.49 -0.34
-0.16 0.26 0.12
-0.15 -0.08 0.03
0.10 0.04 -0.01
0.00 -0.04 -0.01
-0.17 0.15 -0.10
0.30 -0.17 0.06
-0.08 0.00 0.11
0.00 0.00 -0.14
0.06 0.08 0.02
-0.01 0.00 0.00
0.01 0.01 -0.02
-0.01 0.00 0.03
0.04 0.04 -0.05
0.05 0.00 -0.08
-0.01 -0.01 0.02
-0.01 0.00 0.03
0.04 0.00 0.03
0.00 0.14 -0.05
0.02 -0.18 -0.02
-0.02 0.40 -0.05
0.59 -0.35 1.04
0.08 0.31 -0.12
0.01 -0.15 0.07
-0.09 0.59 -1.83
-0.78 -0.64 0.92
0.41 0.86 -0.38
0.03 -0.11 0.27
-0.01 0.05 -0.12
-0.10 -0.04 0.19
-0.05 -0.25 -0.41
0.01 -0.18 0.13
-0.01 0.01 0.00
-0.01 -0.03 -0.05
-0.02 -0.03 0.01
0.01 0.01 0.07
0.00 0.00 -0.03
-0.05 0.01 -0.02
0.00 -0.02 0.04
0.05 -0.01 -0.02
0.14 0.04 0.04
0.29 -0.19 0.08
-0.56 0.54 -0.13
0.21 -0.21 0.11
0.28 -0.19 0.02
-0.38 -0.25 -0.18
1.45 0.55 -0.36
0.46 0.52 0.88
0.01 0.10 -0.25
-0.30 -0.11 0.08
0.57 -0.27 -0.56
-0.40 0.16 0.22
-0.25 0.12 0.25
-0.22 0.19 0.31
0.00 0.01 0.02
-0.05 0.00 -0.01
-0.03 0.05 0.01
0.00 0.00 0.00
-0.04 0.00 -0.04
-0.07 -0.02 0.01
-0.01 -0.02 -0.01
-0.04 0.07 0.04
0.00 0.08 0.02
0.10 -0.02 -0.13
0.02 -0.01 -0.04
0.00 0.00 0.00
0.08 0.00 -0.07
0.00 -0.06 0.02
0.01 0.04 -0.02
0.00 -0.01 0.02
0.05 -0.04 -0.06
0.08 -0.03 -0.02

***

Entry 3:
Entry from the Open Molecules 2025 dataset: a molecular structure, C33H39AsMnN3O3S2 (the ωB97M-V functional and the def2-TZVPD basis).

multiplicity: 5
LUMO level (spin up / spin down): -7.19 / -6.51 eV
electronic energy: -159282.419 eV
frontier orbital gap (spin up / spin down): 5.8 / 6.5 eV
total charge: +2
E_HOMO (spin up / spin down): -13.02 / -13.02 eV
⟨S²⟩: 6.081

Positions of all 82 atoms, in Å:
Mn -0.5169 -0.2293 -0.7339
C -4.3529 -1.9454 0.0228
C -3.2314 -1.0636 -0.3851
N -2.0240 -1.4756 -0.5220
N -1.7186 -2.8221 -0.4474
C -0.4736 -2.9729 -0.7403
O 0.3000 -1.9018 -0.9439
C 0.1342 -4.2976 -0.8428
C 1.5116 -4.4100 -1.0305
C 2.0986 -5.6614 -1.1020
C 1.3126 -6.8012 -0.9935
C -0.0654 -6.6909 -0.8429
C -0.6576 -5.4439 -0.7655
C -3.4353 0.3429 -0.7671
C -4.6128 1.0066 -0.5127
C -4.7852 2.2921 -1.0169
C -3.7747 2.8431 -1.7749
C -2.5990 2.1219 -1.9488
N -2.4156 0.9076 -1.4461
H -4.0258 -2.9788 0.0341
H -5.2013 -1.8315 -0.6524
H -4.6752 -1.6683 1.0318
H 2.1119 -3.5142 -1.1253
H 3.1668 -5.7528 -1.2486
H 1.7736 -7.7795 -1.0312
H -0.6786 -7.5809 -0.7934
H -1.7291 -5.3467 -0.6555
H -5.3886 0.5267 0.0692
H -5.6992 2.8404 -0.8313
H -3.8829 3.8147 -2.2367
H -1.7928 2.5329 -2.5392
O -0.9996 0.9268 0.8579
S -0.8493 0.9129 2.3825
C 0.6594 -0.0365 2.6274
C 1.8688 0.8634 2.3737
C 3.1484 0.0600 2.1301
C 3.1686 -0.8652 0.9094
S 2.6429 -0.3789 -0.7458
O 1.3175 0.4347 -0.5907
C 3.7778 0.8416 -1.3168
C 4.3687 1.8256 -0.5300
C 5.2355 2.7255 -1.1274
C 5.4838 2.6611 -2.4942
C 4.8759 1.6878 -3.2753
C 4.0255 0.7658 -2.6856
C -2.0828 -0.2313 2.9518
C -1.9300 -1.6149 2.9317
C -2.9578 -2.4111 3.4118
C -4.1286 -1.8318 3.8932
C -4.2875 -0.4521 3.8773
C -3.2600 0.3545 3.4075
H 0.5989 -0.8408 1.8911
H 0.6522 -0.4521 3.6359
H 2.0234 1.5068 3.2403
H 1.6672 1.5096 1.5169
H 3.3369 -0.5893 2.9901
H 3.9858 0.7507 2.0911
H 2.5412 -1.7449 1.0780
H 4.1842 -1.2310 0.7306
H 4.1546 1.9110 0.5224
H 5.7197 3.4804 -0.5221
H 6.1487 3.3819 -2.9523
H 5.0707 1.6383 -4.3379
H 3.5531 -0.0070 -3.2813
H -1.0267 -2.0861 2.5662
H -2.8367 -3.4868 3.4259
H -4.9141 -2.4625 4.2903
H -5.1986 -0.0031 4.2510
H -3.3609 1.4347 3.4121
C 2.1167 4.8185 -0.7905
As 0.7301 3.4569 -0.5298
C 0.7248 2.8248 -2.4014
C -0.7890 4.7014 -0.5643
H 1.7823 5.5597 -1.5181
H 3.0358 4.3567 -1.1528
H 2.3213 5.3212 0.1535
H 0.3041 3.5753 -3.0722
H 0.1778 1.8890 -2.5171
H 1.7576 2.6396 -2.6972
H -0.9015 5.1564 -1.5508
H -0.5935 5.4911 0.1614
H -1.7156 4.2014 -0.2854

Cartesian forces, eV/Å:
0.29 -0.18 0.45
-0.02 -0.03 -0.01
-0.13 -0.01 -0.05
0.09 -0.23 -0.04
-0.35 0.14 0.15
0.22 0.27 -0.01
-0.16 -0.16 -0.04
0.20 -0.02 -0.05
0.01 0.02 0.03
0.02 -0.03 0.01
-0.02 0.02 -0.01
0.00 -0.03 0.00
-0.04 0.01 0.02
0.01 0.05 0.07
-0.21 0.02 0.09
0.00 0.02 0.03
-0.07 0.00 -0.03
0.07 -0.02 -0.14
0.34 0.01 -0.05
-0.02 -0.03 0.02
0.01 0.03 0.02
0.00 0.03 -0.04
0.00 -0.03 -0.01
-0.02 0.01 0.02
-0.01 0.01 -0.05
0.02 0.01 0.03
0.02 -0.01 0.02
-0.01 0.02 -0.06
-0.01 -0.04 -0.02
0.05 0.00 0.04
0.03 0.03 0.09
-0.07 -0.04 -0.25
-0.05 -0.38 -0.06
0.11 0.22 0.01
-0.01 -0.09 -0.11
-0.12 0.12 -0.02
-0.06 -0.05 0.08
-0.11 0.31 -0.24
-0.30 -0.21 -0.03
0.09 -0.07 -0.02
-0.01 0.03 -0.06
0.02 -0.03 0.02
-0.03 0.01 -0.02
0.01 0.03 0.00
0.02 -0.04 0.01
-0.05 0.06 0.08
-0.02 -0.04 0.02
0.00 0.00 0.00
0.03 0.01 -0.02
-0.02 -0.04 -0.01
0.03 0.04 0.03
0.01 -0.12 0.08
-0.02 -0.03 -0.02
0.00 0.01 0.00
-0.01 0.05 0.03
0.05 -0.01 -0.03
0.07 -0.02 0.03
0.05 -0.04 -0.01
-0.04 -0.07 -0.01
-0.02 0.00 0.03
-0.03 0.02 -0.02
0.02 -0.04 0.01
0.00 0.00 0.01
0.05 0.00 0.01
-0.01 0.02 0.01
-0.02 0.03 -0.01
0.01 0.03 -0.03
0.03 -0.01 0.00
0.00 -0.04 0.04
-0.08 0.10 -0.18
0.21 0.30 0.16
0.00 0.18 0.04
-0.01 0.00 -0.15
0.06 0.00 0.01
-0.07 0.01 0.05
-0.01 -0.01 0.02
0.01 -0.01 -0.01
0.00 -0.04 -0.06
0.00 -0.04 0.03
0.00 0.02 0.05
-0.01 -0.03 0.00
0.02 0.01 0.03